124
Properties=species:S:1:pos:R:3:forces:R:3 method="wB97M-V/def2-TZVPD" e_homo_ev=-9.83 e_tot_ev=-194324.647 mol_weight_g_mol=1251.2 fmax_ha_per_bohr=0.0710 relative_energy_ev=0.0000 homo_lumo_gap_ev=9.66
O 2.098784 -15.285153 -2.830860 0.1 -0.3 0.2
C 2.843525 -14.414850 -2.467411 -0.6 -1.2 0.0
O 4.080269 -14.314278 -3.002859 -0.1 0.8 0.0
C 4.602760 -13.014290 -2.680733 0.2 0.4 0.8
C 3.467405 -12.243127 -1.959150 1.0 -0.2 0.5
C 2.511114 -13.320969 -1.471772 -0.1 -0.1 -0.9
H 4.977098 -12.447727 -3.532390 -0.3 -0.5 -0.4
H 5.464401 -13.119833 -2.017149 -0.1 -0.3 0.0
H 3.023404 -11.544377 -2.662743 -0.1 0.3 0.4
H 3.987140 -11.814820 -1.102218 -0.5 0.8 -0.2
H 1.439200 -13.163307 -1.586626 0.1 0.5 -0.1
H 2.626412 -13.587559 -0.421261 0.5 -0.3 -0.1
O -1.024278 -10.964726 3.622514 0.3 0.2 -0.2
C 0.131602 -11.142686 3.352524 -0.6 -1.3 -0.2
O 1.119277 -10.538374 4.012897 0.5 0.5 1.1
C 2.425594 -10.736704 3.448601 -0.7 0.4 -1.5
C 2.221452 -11.773215 2.341439 -0.2 -1.7 0.3
C 0.732167 -12.164709 2.372823 0.4 1.8 0.0
H 3.187294 -11.007604 4.170724 -0.3 0.0 0.4
H 2.644583 -9.770234 2.990458 0.5 0.0 0.2
H 2.636053 -12.752230 2.576784 1.1 0.5 0.0
H 2.565588 -11.485409 1.351246 0.1 0.2 0.1
H 0.662546 -13.158242 2.804968 -0.6 -0.1 -0.3
H 0.329811 -12.054930 1.369006 -0.6 -0.4 0.2
O 6.386785 -17.900950 -0.026433 0.5 -0.7 0.2
C 6.780249 -17.617157 -1.133277 -0.9 0.4 0.3
O 8.072399 -17.579806 -1.472925 0.3 -0.2 -0.1
C 8.232693 -16.643822 -2.536852 0.2 2.3 -1.3
C 6.819173 -16.304595 -3.085312 0.2 -0.3 -0.4
C 5.886276 -17.161762 -2.253905 -0.1 -0.1 0.3
H 8.906081 -16.800326 -3.385580 -0.1 -1.9 0.3
H 8.769004 -15.751107 -2.205802 -0.6 0.0 1.0
H 6.788728 -16.559054 -4.143219 -0.2 0.1 0.0
H 6.563668 -15.254515 -2.976792 0.2 0.0 0.0
H 5.440651 -18.052359 -2.704971 0.4 0.0 -0.4
H 5.030712 -16.635706 -1.838914 0.1 0.2 0.1
C 1.499613 -18.526251 0.138922 1.0 -0.9 -3.4
C 0.866890 -17.403798 -0.674298 1.0 1.3 0.8
O -0.252480 -17.082981 0.137453 -0.8 0.3 1.0
S 0.225162 -17.003745 1.687877 -0.9 0.1 -2.3
O -0.896324 -17.411626 2.472933 1.5 0.0 -0.2
O 0.844833 -15.723554 1.870656 0.0 -0.8 0.6
O 1.422152 -18.133974 1.468460 -1.2 0.7 1.7
H 2.540697 -18.595921 -0.204466 0.2 0.2 0.6
H 1.140102 -19.519404 -0.137754 -0.7 0.1 0.9
H 0.606400 -17.416479 -1.728693 -0.3 -1.0 0.2
H 1.562975 -16.552522 -0.642574 -0.1 0.0 0.1
C 7.620370 -12.493957 5.281039 -0.4 -0.6 -0.4
C 7.553528 -12.029078 3.793758 0.2 -0.9 1.2
O 8.897111 -11.644182 3.482937 1.6 -0.3 -0.4
S 9.997809 -12.238906 4.582038 -0.4 -0.1 1.5
O 11.111390 -11.371555 4.892369 -2.2 -0.6 -1.1
O 10.290402 -13.634781 4.389809 -0.7 1.1 -0.6
O 8.883840 -12.118189 5.754694 1.6 1.0 0.4
H 7.621101 -13.579882 5.405459 -0.7 0.0 -0.4
H 6.812386 -12.031476 5.841342 0.3 0.0 0.3
H 6.891636 -11.178222 3.664192 0.2 0.1 -0.1
H 7.193712 -12.892470 3.233504 0.3 0.2 -0.5
C 4.809696 -20.467753 0.929259 -1.1 -0.2 0.0
C 4.601016 -20.768797 -0.573688 -0.2 0.4 1.1
O 3.515842 -21.721483 -0.591542 -0.9 -0.7 -0.2
S 3.008363 -22.209690 0.867590 0.6 2.0 0.9
O 2.929437 -23.624318 1.033213 0.1 1.0 -0.7
O 1.922743 -21.350235 1.300723 1.0 -1.2 -0.8
O 4.358228 -21.675139 1.568221 0.2 -1.0 0.5
H 4.104754 -19.716793 1.295703 0.1 0.3 -0.5
H 5.773447 -20.155752 1.318534 0.2 -0.5 -0.5
H 5.425900 -21.220579 -1.114591 0.2 0.0 0.2
H 4.283148 -19.835584 -1.034781 0.0 -0.2 -0.4
C 4.479336 -15.683134 7.561095 -1.8 -0.8 0.2
C 5.645602 -15.986649 6.668197 1.1 0.8 0.6
O 5.374974 -15.239609 5.461116 -0.3 0.5 -0.7
S 4.074607 -14.231598 5.551588 -0.4 -0.8 0.6
O 2.978075 -14.840120 4.846846 1.2 0.6 0.1
O 4.386219 -12.840850 5.333612 0.2 -1.7 0.1
O 3.875291 -14.478581 7.105955 0.2 1.3 -0.3
H 4.600473 -15.542752 8.631464 0.6 -0.2 -0.1
H 3.725777 -16.460320 7.393694 0.0 -0.1 0.3
H 5.790326 -17.058252 6.538700 -0.5 0.0 -0.7
H 6.601731 -15.651709 7.077370 -0.1 0.4 -0.1
C 7.427855 -22.212454 3.942711 -0.3 0.7 -1.0
C 8.495232 -21.132781 3.975240 1.0 -0.3 0.0
O 7.769787 -19.931103 3.798238 -1.1 1.2 0.5
S 6.259046 -19.974704 4.432292 1.4 -1.5 0.1
O 5.383823 -19.453857 3.412771 0.8 -0.5 1.6
O 6.221440 -19.477388 5.787516 -0.1 -0.2 -1.7
O 6.272062 -21.612896 4.526322 -1.1 1.7 1.1
H 7.691156 -23.101981 4.505931 -0.2 -0.1 -0.2
H 7.063874 -22.361571 2.922267 0.8 -0.8 -0.1
H 9.246967 -21.170684 3.184944 -0.5 -0.2 -0.5
H 9.147744 -21.136171 4.853963 -0.7 0.2 0.5
C 9.351966 -11.868811 0.255747 1.0 -1.5 0.9
C 7.991152 -11.181593 0.210950 1.2 0.1 -0.1
O 7.525793 -11.443967 -1.114178 -0.7 -0.6 -0.3
S 8.587050 -12.151078 -2.080710 0.5 0.0 0.0
O 8.781069 -11.317049 -3.220553 -0.1 -0.4 0.6
O 8.276266 -13.538066 -2.269698 -0.1 0.8 0.2
O 9.834721 -12.042517 -1.082728 -0.5 1.0 -0.8
H 9.366806 -12.903483 0.620033 -0.9 0.2 0.4
H 10.111021 -11.405921 0.885632 -0.1 0.6 -0.5
H 8.052448 -10.096716 0.285836 0.1 0.0 0.2
H 7.382048 -11.582317 1.017858 -0.5 -0.1 -0.5
C 4.879630 -16.345995 2.495859 1.0 -1.4 -0.5
C 3.887959 -16.301868 1.332932 -1.5 0.2 2.8
O 4.606792 -15.684787 0.293543 1.1 1.2 -0.6
S 5.424998 -14.452613 0.958388 -0.5 1.4 0.8
O 4.560441 -13.332234 1.242511 0.4 -0.7 -1.0
O 6.654811 -14.143233 0.262173 -1.4 -1.3 0.7
O 5.616867 -15.120706 2.403211 0.7 0.7 -0.9
H 5.627617 -17.120079 2.304709 -0.2 -0.2 0.1
H 4.536216 -16.446792 3.518927 -0.6 0.1 -0.2
H 3.028494 -15.695789 1.650816 0.3 0.4 -0.3
H 3.396158 -17.255192 1.148079 1.0 -0.1 -0.7
C 8.984968 -15.922794 1.743848 0.7 0.3 0.9
C 9.070378 -17.437051 2.032776 -1.3 -0.1 -1.0
O 10.431566 -17.808336 2.105261 1.7 0.5 -0.1
S 11.302431 -16.772246 1.188512 -0.5 0.6 -0.4
O 11.060584 -17.126739 -0.185324 0.3 0.3 1.0
O 12.656617 -16.549164 1.641642 -2.4 -0.5 -0.1
O 10.342837 -15.504503 1.574330 1.7 -0.4 -0.1
H 8.619856 -15.471500 2.669599 0.1 0.5 -0.2
H 8.448722 -15.506763 0.895204 -0.4 -0.8 -0.1
H 8.577963 -17.984286 1.227039 0.0 -0.2 0.1
H 8.604138 -17.667013 2.986968 0.1 -0.1 0.0

=====

110
Properties=species:S:1:pos:R:3:forces:R:3 method="wB97M-V/def2-TZVPD" e_homo_ev=-8.54 e_tot_ev=-148915.475 mol_weight_g_mol=980.8 fmax_ha_per_bohr=0.0703 homo_lumo_gap_ev=1.85
C -2.136928 4.181826 -2.332445 0.0 0.0 -0.4
C -1.204275 3.051443 -2.943613 0.1 0.6 0.9
C -1.397742 1.668304 -2.181929 -0.3 1.0 -0.5
C -0.775784 1.823262 -0.749114 -1.0 1.7 -0.5
O -0.281889 0.706038 -0.037335 0.3 -0.6 -0.8
C -0.846589 -0.569191 -0.180562 -0.9 -1.5 2.8
C -0.104064 -1.362520 1.000270 -0.5 1.4 0.1
C -0.577574 -2.785387 1.380772 1.4 -2.7 -0.1
N -1.289569 -2.822464 2.734152 -0.7 1.1 1.8
N -1.393252 -3.555467 0.463090 -0.4 0.0 0.6
N 0.639411 -3.629836 1.627818 -0.9 0.6 -0.2
O -0.785365 -1.234022 -1.398446 0.1 1.1 0.1
C 0.448810 -1.516961 -2.020568 1.8 -0.7 -2.1
C 0.074366 -1.549937 -3.589021 -0.1 0.9 0.5
O 1.045732 -2.374558 -4.303356 -1.2 -0.7 0.2
C 0.428064 -3.200884 -5.231388 0.7 -1.8 -1.0
C 1.099210 -4.612967 -5.422772 1.3 1.0 1.2
O -0.516044 -2.915209 -5.901706 0.0 0.7 0.6
C 1.612482 -0.467597 -1.981098 -0.4 0.2 -1.3
O 2.518983 -0.588334 -0.875146 -0.7 1.3 0.2
C 2.708998 0.573391 -0.162447 0.2 1.8 2.5
C 2.947646 1.891037 -0.688654 -0.3 -0.6 2.0
C 3.096942 3.008176 0.270343 -0.2 -1.2 0.2
C 3.040277 2.843303 1.708995 -0.1 -1.8 -0.9
C 2.826994 1.511031 2.245597 -0.1 0.4 -2.6
C 2.661140 0.419681 1.310515 0.5 0.7 -0.3
B 1.002262 -3.055868 -1.847734 -0.7 -0.7 -0.1
O 2.300677 -3.426251 -1.478513 -0.8 0.0 -1.0
O 0.060436 -4.059511 -2.160765 1.2 0.7 0.3
C -2.395090 -0.525070 0.203422 -1.3 0.9 -1.9
F -2.604362 -0.583992 1.586412 0.5 -0.3 -1.0
O -3.113479 -1.503998 -0.515976 0.6 1.0 1.2
C -4.367103 -1.014408 -1.003773 -1.6 -1.5 -0.5
C -4.981370 -2.226280 -1.841845 1.0 -1.0 0.5
C -3.820414 -3.176290 -2.315959 0.2 -0.2 -0.8
O -3.317704 -3.077376 -3.409399 -0.2 0.6 0.4
O -3.343816 -4.196110 -1.495753 -0.6 1.4 0.3
C -5.378480 -0.694924 0.162053 1.0 0.7 -0.4
P -5.753407 1.111557 0.391134 -3.4 0.1 1.3
O -7.230126 1.271218 0.526579 1.5 0.0 -0.3
O -5.237422 2.050189 -0.888823 0.8 -0.8 1.5
O -5.057566 1.632011 1.828285 0.5 0.0 -2.3
H -1.784215 5.208800 -2.612894 -0.2 -0.9 0.1
H -3.191168 4.086228 -2.699676 0.9 0.0 0.4
H -2.149499 4.147263 -1.215169 0.0 0.0 -0.9
H -0.152382 3.431528 -2.789306 -0.8 -0.6 -0.2
H -1.342103 2.956371 -4.045895 -0.1 0.0 0.9
H -0.979721 0.855836 -2.814966 -0.3 0.5 0.7
H -2.511123 1.520647 -2.083450 1.1 -0.2 -0.2
H -1.558386 2.341430 -0.116924 0.7 -0.6 -0.5
H 0.047891 2.590139 -0.829667 -0.4 -1.1 0.3
H -0.211362 -0.683235 1.892443 0.2 -0.7 -0.8
H 0.980276 -1.362806 0.751167 -1.0 -0.3 0.0
H -0.684691 -2.318501 3.406437 0.1 -0.4 -0.3
H -1.410272 -3.806435 3.003313 1.0 -0.1 -0.8
H -1.167491 -4.556900 0.489585 0.3 0.6 0.1
H -2.385617 -3.533957 0.729512 0.4 0.6 -0.6
H 1.417807 -3.064658 1.961088 0.0 -0.3 -0.3
H 0.872282 -4.186814 0.807237 0.3 0.3 0.2
H 0.167086 -0.526111 -4.044347 -0.5 -0.9 0.5
H -0.957576 -1.967461 -3.655316 0.8 0.4 -0.2
H 0.351846 -5.431237 -5.328183 0.4 0.8 -0.3
H 1.673023 -4.646555 -6.386079 -0.9 0.0 0.7
H 1.877739 -4.734090 -4.615435 -0.8 -0.1 -0.7
H 2.218584 -0.618476 -2.922454 -0.6 -0.1 0.9
H 1.157666 0.553674 -2.107730 0.6 -0.8 0.5
H 2.970281 2.025203 -1.789779 0.1 0.2 1.0
H 3.246285 4.029853 -0.149977 -0.1 -1.0 0.4
H 3.141512 3.684005 2.422356 0.0 -0.5 -0.9
H 2.776877 1.253089 3.340741 -0.2 0.6 -1.1
H 2.506245 -0.601187 1.735377 0.3 1.1 -0.5
H 2.964905 -3.104510 -2.110406 -0.1 0.1 0.6
H 0.515916 -4.877304 -2.423904 -0.2 0.2 0.3
H -2.892813 0.435436 -0.117264 1.1 -0.4 0.5
H -4.228815 -0.178813 -1.734699 0.2 -0.4 0.8
H -5.484024 -1.836283 -2.754058 0.3 -0.4 0.7
H -5.666909 -2.832232 -1.200332 0.4 0.6 -0.5
H -2.370275 -4.147194 -1.610488 -0.5 -0.2 -0.2
H -6.363871 -1.210441 0.004369 0.8 0.9 0.2
H -4.984010 -1.093980 1.129470 -0.4 0.4 -0.8
H -5.483147 2.973987 -0.697667 -0.1 -0.4 -0.2
H -4.711233 2.537461 1.714773 -0.2 -0.5 0.3
Be -1.884573 -3.452815 4.860805 -0.2 0.8 -0.4
C -2.013952 -1.785692 8.962328 0.2 -0.2 0.2
Cl -2.026257 -1.178040 7.298751 -0.1 0.0 -0.2
Cl -2.439011 -3.500398 8.997561 0.0 0.1 0.0
Cl -0.438160 -1.518379 9.707885 -0.2 0.0 -0.1
H -2.759140 -1.236459 9.529121 0.0 0.0 -0.1
O -7.000362 -4.153497 2.875570 0.2 0.1 0.1
Cl -7.455541 -2.888045 2.342117 -0.6 0.0 -0.2
O -8.807031 -2.643864 2.767190 0.3 -0.1 0.0
O -7.399654 -2.927783 0.895276 0.2 -0.1 0.1
O -6.594604 -1.827122 2.827859 0.2 -0.1 0.0
C 6.738902 6.515210 0.063131 -0.2 0.0 0.0
O 6.190937 5.207084 0.129755 0.2 0.1 0.0
C 7.071816 4.221149 -0.399353 -0.4 -0.2 0.2
C 7.760957 3.444478 0.709005 0.4 0.1 -0.2
O 8.673150 4.266564 1.428133 -0.3 0.0 0.1
C 8.156217 4.680943 2.682674 0.1 0.0 0.0
H 6.101518 7.179521 0.647875 0.0 -0.1 0.0
H 7.750071 6.551483 0.474890 0.0 0.0 0.0
H 6.748325 6.864072 -0.974458 0.1 0.1 0.0
H 7.805385 4.673449 -1.073841 0.0 0.0 0.1
H 6.458191 3.527789 -0.983544 0.0 0.0 0.0
H 8.347660 2.637078 0.259530 -0.1 0.0 0.0
H 7.026052 2.992499 1.383022 0.0 0.1 0.0
H 8.133524 3.836101 3.377454 -0.1 0.0 0.1
H 7.152841 5.104808 2.586627 0.0 -0.1 0.0
H 8.818269 5.447720 3.085862 0.0 -0.1 -0.1
Cl 3.065932 -0.366679 4.525674 -0.1 -0.5 0.3